Arrangement 1

Computed, not measured: a structure of composition C19H25ClN7O4Te4Ti, with the ωB97M-V functional and the def2-TZVPD basis.

Cartesian coordinates (Å):
C (-2.2940, 0.7471, 3.8741)
C (-2.5137, -2.4852, -2.4108)
C (-0.6106, 4.6049, 0.2418)
C (0.8905, 5.2940, -1.5112)
O (-2.5871, -0.5331, 4.0608)
H (-0.8517, -4.4422, -0.5453)
H (1.5814, -4.8782, -0.0071)
H (-4.1574, -2.8644, -1.0842)
H (-3.3601, -1.0613, 0.4592)
C (-3.1431, -2.4481, -1.0234)
Cl (-1.1803, 3.7597, 3.2345)
C (3.1455, -0.9269, 3.0810)
H (-1.4351, 4.8210, 0.9019)
H (0.1416, -5.4603, -1.6033)
N (3.9634, 0.0385, 2.5451)
C (-1.0950, -1.1722, 1.4054)
H (-2.2161, -1.1325, 3.3317)
N (-0.4602, 0.9993, 0.6384)
H (-2.9608, -1.6811, -3.0017)
C (-0.3421, -3.5919, -2.4879)
Te (-1.9712, 1.5061, -2.5263)
H (-2.5723, -3.0675, -0.3314)
C (-1.0866, 0.2469, 1.5974)
C (0.0027, -4.4413, -1.2322)
H (0.5999, -3.4071, -3.0036)
H (1.4000, 2.0425, -0.6855)
H (2.2452, 3.7971, -2.2227)
H (3.3792, -1.4547, 3.9888)
C (2.0805, -1.0047, 2.2367)
H (5.0495, 1.6426, 0.7537)
H (-0.9580, -4.2505, -3.1177)
N (1.2394, -4.0878, -0.5416)
H (1.0057, -3.3751, 0.1351)
C (-0.1411, 5.5721, -0.6271)
O (-2.6464, 1.5855, 4.6742)
H (-3.8473, -0.5362, -1.0105)
C (-0.0414, 3.3303, 0.2314)
H (3.8749, 1.2147, -0.5096)
C (-1.5423, 1.0857, 2.6543)
Te (-0.6269, 0.8702, -4.8114)
N (-3.1336, -1.0718, -0.5306)
H (-0.6054, 6.5503, -0.6245)
H (1.2207, -1.6470, 2.3192)
Ti (-0.4523, -0.2300, -0.9195)
H (-0.8111, -1.7653, -3.2267)
C (3.3686, 0.5019, 1.4097)
N (-0.5122, 2.3025, 1.0636)
H (-2.7631, -3.4403, -2.8926)
C (0.9808, 3.0426, -0.6747)
C (-1.1487, 2.3541, 2.2775)
C (1.4492, 4.0234, -1.5267)
N (-1.0618, -2.2856, -2.3875)
H (1.2487, 6.0529, -2.1942)
O (-1.6447, -1.9804, 2.1994)
O (-0.4683, -1.5862, 0.3329)
H (4.8381, 0.3484, 2.9265)
N (2.2284, -0.1140, 1.1982)
Te (1.9089, 0.8933, -3.8815)
H (3.4966, 2.4961, 0.6416)
Te (1.9145, -0.8294, -1.7908)
C (3.9880, 1.5288, 0.5297)

As for the spin multiplicity: 3. Its charge is -1. The value obtained for the orbital gap (alpha / beta) is 5.16 / 6.25 eV. The calculation puts the HOMO energy (alpha / beta) at -2.95 / -4.04 eV.



Arrangement 2

Computed, not measured: a structure of composition C19H25ClN7O4Te4Ti, with the ωB97M-V functional and the def2-TZVPD basis.

Cartesian coordinates (Å):
H (3.5391, -3.3441, 1.1603)
C (1.6792, 4.3084, 0.8982)
H (3.2041, -4.5534, 3.2680)
C (2.6470, -3.6439, 3.0843)
O (4.9704, -0.1619, -2.6763)
C (1.5032, 0.0388, -1.2963)
C (2.1164, -1.8078, 1.6524)
N (1.1121, -0.5305, -0.1025)
H (-1.9015, -0.1220, -3.5233)
H (-1.8984, 2.2752, -0.9903)
H (0.2351, -1.6863, 4.4351)
Ti (-0.9123, -0.6689, -0.2118)
H (-0.7322, -2.6528, -2.6945)
C (3.8083, 0.1695, -2.6704)
O (-0.6622, 0.8456, -1.4197)
C (-3.5904, 1.6945, -1.9913)
N (-2.8705, 2.5591, -1.0609)
C (1.1313, 2.0693, 3.7245)
C (1.2222, 2.7494, 2.3993)
H (-4.4690, 2.2450, -2.3434)
N (-0.7780, -1.6388, -2.6875)
H (-4.4642, 0.6861, -0.3343)
Te (-3.4488, -3.3538, 1.4876)
H (-2.8821, 3.5033, -1.4251)
C (2.9018, -0.2026, -1.5145)
O (3.2669, 0.8468, -3.6627)
H (2.1885, 4.5378, 2.9662)
C (1.7190, -3.1907, 4.0121)
Cl (4.8738, -1.2970, 0.0921)
H (-3.5297, -1.2737, -0.4834)
H (0.5969, -0.4573, 2.3491)
H (0.1413, 1.6230, 3.8243)
H (1.2904, 2.7712, 4.5442)
H (-2.1444, -1.6626, -4.3425)
Te (-2.9049, -1.4351, 3.3228)
H (1.8697, 1.2697, 3.8079)
H (-4.1089, -1.4417, -3.0296)
C (2.8482, -2.9567, 1.8940)
C (-3.1713, -1.5285, -2.4679)
C (0.9851, -2.0459, 3.7433)
Te (-2.1971, 0.6816, 1.7074)
C (-1.9956, -1.1903, -3.3632)
H (-3.0757, -2.5691, -2.1476)
N (2.2420, -1.0862, 0.4260)
Te (-1.0733, -3.4936, 0.1699)
H (2.2848, 1.0828, -3.5245)
N (1.7762, 3.9823, 2.2384)
H (2.0528, 5.2346, 0.5019)
H (0.8023, 3.1099, -0.7149)
O (0.7170, 1.3356, -3.1246)
C (3.2963, -0.8878, -0.4100)
C (1.0604, 3.2430, 0.3255)
H (1.5551, -3.7409, 4.9297)
C (-4.1216, 0.4483, -1.3412)
N (0.7715, 2.2781, 1.2710)
H (-3.0137, 1.4340, -2.8835)
N (-3.1910, -0.6917, -1.2532)
C (1.1796, -1.3474, 2.5595)
C (0.5095, 0.7858, -2.0224)
H (-5.0016, 0.1290, -1.9172)
H (0.0410, -1.2749, -3.1643)

As for the spin multiplicity: 3. Its charge is -1. The value obtained for the orbital gap (alpha / beta) is 5.20 / 6.27 eV. The calculation puts the HOMO energy (alpha / beta) at -2.98 / -4.05 eV.



Short version: arrangement 2, arrangement 1, most stable first.



Arrangement 1

Computed, not measured: a cluster of 2 separate species, CH5NS in total, with the ωB97M-V functional and the def2-TZVPD basis.

Cartesian coordinates (Å):
H (0.8844, -0.5234, -1.4613)
H (0.6890, -2.2747, 1.0232)
H (-0.0482, 2.5152, 0.4287)
C (0.5141, -1.0140, -0.4924)
N (1.2263, -1.8800, 0.1786)
S (-1.2347, 2.2665, 0.8976)
H (-0.5106, -1.0719, -0.2073)
H (-1.5203, 1.9822, -0.3672)

The structure (SMILES) is C=N.S. The value obtained for the orbital gap is 10.70 eV. The calculation puts the HOMO energy at -9.88 eV.



Arrangement 2

Computed, not measured: a cluster of 2 separate species, CH5NS in total, with the ωB97M-V functional and the def2-TZVPD basis.

Cartesian coordinates (Å):
H (1.6375, -1.0335, 1.5532)
S (-1.2609, 1.8126, -0.9945)
H (-2.5468, 1.5602, -1.2719)
N (0.7634, -0.7851, -0.3202)
C (0.7942, -0.7069, 0.9417)
H (-1.0143, 0.5286, -0.7603)
H (1.7044, -1.0289, -0.6364)
H (-0.0775, -0.3471, 1.4885)

The structure (SMILES) is C=N.S. The value obtained for the orbital gap is 10.38 eV. The calculation puts the HOMO energy at -9.33 eV.



Short version: arrangement 2, arrangement 1, most stable first.



Arrangement 1

Computed, not measured: a cluster of 6 separate species, C2H14O5 in total, with the ωB97M-V functional and the def2-TZVPD basis.

Cartesian coordinates (Å):
O (-1.2514, 0.7097, 0.5010)
H (-1.4849, 0.5448, -3.8210)
H (1.5463, -1.5136, 1.4926)
H (-2.3042, 1.7994, -2.8687)
O (2.3420, -1.9876, -0.0814)
O (0.4039, 1.1752, 2.8966)
C (-2.2227, 0.7201, -3.0379)
H (-3.4212, -0.1336, -1.4392)
H (0.8851, 0.3544, 2.6977)
H (1.7081, -2.1691, 2.8299)
H (0.4871, 0.9854, -2.4983)
H (1.7226, -2.1124, -0.8065)
C (-2.6190, -0.1938, -2.1538)
O (1.4272, -1.3500, 2.4432)
H (0.2970, 0.8222, -0.9801)
O (0.9372, 1.0918, -1.6626)
H (-2.0926, 0.6377, 0.9262)
H (-1.8336, -0.9290, -1.9403)
H (0.9655, 1.6866, 3.4704)
H (-0.6522, 0.9655, 1.2301)
H (2.6990, -1.1561, -0.4119)

The structure (SMILES) is C=C.O.O.O.O.O. The value obtained for the orbital gap is 10.02 eV. The calculation puts the HOMO energy at -9.52 eV.



Arrangement 2

Computed, not measured: a cluster of 6 separate species, C2H14O5 in total, with the ωB97M-V functional and the def2-TZVPD basis.

Cartesian coordinates (Å):
H (1.7395, 0.6131, 1.5980)
O (1.4382, -1.4131, 1.5124)
H (-0.1466, -2.8509, -0.8906)
C (-1.8582, 0.0797, 0.9906)
H (-3.5168, -0.6965, -0.0720)
O (0.4218, -2.0772, -0.8505)
O (1.7661, 1.5744, 1.6985)
H (1.0000, -1.9437, 2.1805)
H (0.9825, 1.7431, -0.1825)
H (-0.0055, -1.3690, -1.3967)
H (1.4535, -1.7551, 0.6024)
H (2.6175, 1.9585, 1.8778)
H (-0.5844, 1.5641, -0.2043)
H (-1.6460, -0.9100, 1.3881)
H (-1.1480, 0.7972, 1.3751)
H (0.0425, 0.8236, -2.0249)
C (-2.8730, 0.1431, 0.1385)
H (-3.1448, 1.1189, -0.2580)
H (0.9954, -0.0901, -2.7780)
O (0.1825, 1.8891, -0.7028)
O (0.0769, 0.0051, -2.5415)

The structure (SMILES) is C=C.O.O.O.O.O. The value obtained for the orbital gap is 11.08 eV. The calculation puts the HOMO energy at -10.44 eV.



Short version: arrangement 2, arrangement 1, most stable first.